1.
# C18H29CsN3O4V

A molecular structure, C18H29CsN3O4V in a non-equilibrium geometry (wB97M-V/def2-TZVPD, the Open Molecules 2025 dataset).

## Properties
ΔE to the lowest compared entry with this formula, charge and spin = 0.000 eV
multiplicity = 1
HOMO level (alpha / beta) = -0.481 / -0.481 hartree
net charge = +2
HOMO-LUMO gap (alpha / beta) = 3.19 / 2.99 eV
E = -2132.0356 a.u.

Last column: Löwdin charge in e.
Geometry (Å):
N 0.7711 -1.4580 -1.1445  0.05
C 1.8921 -1.8395 -1.4534  -0.32
O 2.9782 -2.2087 -1.7480  0.24
Cs -2.5496 -2.4140 0.7874  1.37
V -0.1027 0.0469 -0.3486  1.13
N -1.9773 -0.0055 -0.0503  -0.44
N 0.6411 1.7168 -0.5220  -0.11
C -2.7247 0.4593 -1.2518  -0.66
C 1.4863 2.2775 -1.5905  -0.63
C -4.2234 0.1632 -1.0979  -0.02
C -2.5303 1.9657 -1.4791  -0.02
C -2.1467 -0.3160 -2.4313  -0.03
C 2.9490 1.9023 -1.3315  0.00
C 1.3584 3.7991 -1.6457  0.00
C 1.0459 1.6779 -2.9178  -0.03
H -4.4361 -0.9207 -1.0894  0.07
H -4.7564 0.5938 -1.9574  0.12
H -4.6376 0.6043 -0.1791  0.10
H -3.0527 2.5514 -0.7111  0.10
H -2.9459 2.2511 -2.4592  0.12
H -1.4645 2.2475 -1.4649  0.05
H -1.0528 -0.1733 -2.5465  0.05
H -2.6365 0.0225 -3.3563  0.13
H -2.3229 -1.4011 -2.3286  0.10
H 3.3087 2.3433 -0.3951  0.10
H 3.5700 2.2819 -2.1516  0.12
H 3.0785 0.8126 -1.2737  0.09
H 1.7627 4.2747 -0.7439  0.10
H 0.3107 4.1059 -1.7697  0.10
H 1.9277 4.1715 -2.5051  0.12
H 1.6693 2.0960 -3.7164  0.12
H 0.0033 1.9334 -3.1472  0.09
H 1.1611 0.5853 -2.9362  0.07
C -2.3577 0.5741 1.2490  -0.18
H -1.6213 0.2612 2.0078  0.08
H -2.3605 1.6815 1.2463  0.11
H -3.3733 0.2548 1.5635  0.09
C 0.7903 2.2947 0.8216  -0.04
H 0.7913 1.5021 1.5857  0.09
H 1.7430 2.8358 0.9123  0.12
H -0.0188 3.0054 1.0630  0.12
O -0.3700 -3.5131 3.5974  0.03
C 0.9783 -3.5195 3.6997  -0.25
C 1.5873 -4.5097 4.4856  0.01
C 2.9777 -4.5673 4.5521  -0.04
C 3.7674 -3.6262 3.8746  -0.06
C 3.1593 -2.6305 3.1081  -0.01
C 1.7711 -2.5622 3.0055  -0.08
C 1.1384 -1.5576 2.0974  -0.51
O 1.8343 -0.7275 1.4627  0.02
O -0.1632 -1.6334 1.9665  -0.27
H -0.5064 -2.7076 2.9891  0.02
H 0.9578 -5.2240 5.0153  0.13
H 3.4516 -5.3560 5.1391  0.12
H 4.8564 -3.6658 3.9376  0.12
H 3.7445 -1.8865 2.5688  0.12

Atoms 1-6, force components in eV/Å:
N -1.974 2.075 0.362
C 3.579 -0.908 -0.682
O -3.445 1.040 0.845
Cs -0.935 -2.782 0.654
V 3.312 -1.503 1.192
N 1.825 2.057 -0.333



2.
# C18H29F3NO2P2Pb

A molecular structure, C18H29F3NO2P2Pb in a non-equilibrium geometry (wB97M-V/def2-TZVPD, the Open Molecules 2025 dataset).

## Properties
ΔE to the lowest compared entry with this formula, charge and spin = 0.000 eV
multiplicity = 1
HOMO level = -0.376 hartree
net charge = +1
HOMO-LUMO gap = 5.41 eV
E = -2083.3313 a.u.

Last column: Löwdin charge in e.
Geometry (Å):
C -0.9743 3.2927 -2.9432  -0.02
C -0.9967 2.2721 -1.9647  -0.34
N 0.1276 1.9740 -1.2599  0.04
C 1.3027 2.4893 -1.6216  -0.34
C 1.3935 3.4545 -2.6352  -0.03
C 0.2378 3.8794 -3.2854  -0.04
C -2.1901 1.4252 -1.8353  -0.34
P -2.4457 0.4529 -0.3356  0.81
Pb -0.0714 0.2835 1.0741  1.28
P 2.4822 0.4983 0.0334  0.82
C 2.5738 2.0884 -0.8852  -0.26
C -0.2224 -1.7152 2.2386  -0.34
C -0.6605 -1.6871 3.5479  -0.13
C -0.6305 -2.8798 4.3087  -0.06
C -0.1593 -4.0619 3.7235  -0.07
C 0.2700 -4.0615 2.3882  -0.06
C 0.2273 -2.8733 1.6262  -0.14
O -1.6156 -0.2941 -3.6318  -0.16
O 0.8063 -1.0470 -3.4026  -0.21
H -1.9125 3.5478 -3.4329  0.12
H 2.3788 3.8410 -2.8845  0.11
H 0.2869 4.6444 -4.0603  0.12
C -3.6925 1.2332 0.7319  -0.25
C -3.2298 -1.0847 -0.9145  -0.21
H 3.4009 2.0043 -1.6075  0.11
H 2.8347 2.8813 -0.1639  0.11
H -1.9374 0.4165 -2.8738  -0.03
H -3.1050 1.9225 -2.1848  0.09
C 3.7715 0.6692 1.2968  -0.24
C 3.1778 -0.6516 -1.1831  -0.23
H -1.0127 -0.7593 4.0091  0.10
H -0.9713 -2.8761 5.3472  0.11
H -0.1219 -4.9814 4.3143  0.12
H 0.6333 -4.9874 1.9412  0.11
H 0.5567 -2.8789 0.5835  0.09
H 0.2895 -2.7680 -2.9328  0.01
H 1.2210 -1.1260 -4.2767  0.05
H -0.1473 -0.6686 -3.5446  -0.01
H -2.0084 0.0283 -4.4599  0.07
H 0.0187 -3.4392 -2.6489  0.03
H -4.6334 1.3592 0.1786  0.07
H -3.8579 0.5825 1.6036  0.05
H -3.3269 2.2034 1.0947  0.05
H -4.3140 -0.9302 -1.0080  0.07
H -2.7996 -1.3769 -1.8826  0.04
H -3.0244 -1.8729 -0.1772  0.05
H 4.1816 -0.3057 -1.4734  0.07
H 3.2575 -1.6396 -0.7094  0.06
H 2.5078 -0.7344 -2.0567  0.03
H 4.7255 0.9578 0.8345  0.07
H 3.4729 1.4172 2.0440  0.05
H 3.8854 -0.2981 1.8041  0.06
F 0.8471 3.1858 2.1066  0.03
C 0.2577 2.0656 2.6645  -0.57
F -0.9241 2.5029 3.2260  0.03
F 1.0754 1.7115 3.7233  0.03

Atoms 1-6, force components in eV/Å:
C 0.370 -0.147 0.111
C -0.023 -0.160 0.022
N -0.140 -0.625 0.017
C -0.263 1.016 -0.671
C 0.464 -0.564 0.461
C -0.481 -0.221 0.228



3.
# C18H29N3O3

A molecular structure, C18H29N3O3 in a non-equilibrium geometry (wB97M-V/def2-TZVPD, the Open Molecules 2025 dataset).

## Properties
ΔE to the lowest compared entry with this formula, charge and spin = 19.935 eV
multiplicity = 1
HOMO level = -0.289 hartree
HOMO-LUMO gap = 7.60 eV
E = -1092.6398 a.u.

Last column: Löwdin charge in e.
Geometry (Å):
C 1.0693 1.0185 5.5228  0.00
H 1.4030 0.0642 5.6275  0.04
H 0.2169 1.2136 5.8614  0.01
C 1.0347 1.3454 4.0159  -0.20
C 0.0297 0.6354 3.4830  -0.39
O -1.2120 0.9150 3.2898  -0.01
N 0.0510 -0.8792 3.4319  -0.04
C 1.6297 -1.5259 3.3051  -0.06
H 2.3650 -0.9188 3.8032  0.07
C 1.9230 -1.8476 1.8675  -0.17
N 0.9903 -2.9716 1.2685  -0.10
C 1.4959 -3.5456 0.1368  -0.19
H 2.1948 -3.9523 0.4166  -0.03
H 0.4747 -4.1250 -0.3020  0.19
C 1.9876 -2.5471 -1.0773  -0.11
N 0.7570 -1.7446 -1.4462  0.02
C 0.9937 -0.3191 -1.6009  -0.03
C -0.0079 0.4832 -1.9774  -0.14
C -1.1349 0.0057 -2.4857  -0.22
O -1.6146 -1.3259 -2.2586  -0.01
H -0.6094 -1.7252 -1.9513  0.08
C -2.3753 0.7929 -2.6517  -0.02
H -2.9853 0.3255 -3.4502  0.14
C -1.8827 2.1329 -3.3156  -0.59
C -2.6299 3.1936 -3.6594  -0.15
H -3.6733 2.8508 -4.2924  0.16
H -3.4093 3.6639 -2.5323  0.19
H -2.4728 4.0602 -4.1121  0.02
C -1.2179 1.9205 -4.6357  -0.07
H -0.8201 2.8886 -5.1873  0.14
H -0.2351 1.1729 -4.7044  0.16
H -1.7509 1.5943 -5.3912  0.02
C -0.7181 2.8179 -2.4717  -0.06
C 0.4226 2.0058 -2.0404  -0.34
O 1.5452 2.3397 -1.8370  0.12
H -0.2638 3.5911 -2.9582  0.10
H -1.0183 3.1704 -1.5250  0.13
H -3.1008 1.1082 -1.8089  0.17
H 2.0748 -0.0657 -1.4172  0.15
H 2.7704 -2.2609 -0.7230  0.00
H 1.9217 -3.2522 -1.9129  0.12
C -0.5115 -2.2983 1.3614  -0.05
C -0.7964 -1.7552 2.7668  -0.28
H -1.7784 -1.1079 2.7525  0.16
H -0.7728 -2.7243 3.3098  0.12
H -1.1248 -2.6596 0.6670  0.03
H -0.4020 -1.0645 0.6217  0.19
H 2.7808 -2.2757 1.8613  0.04
H 2.1811 -1.0009 1.2364  0.12
H 1.4153 -2.5892 3.9891  0.18
H 2.0392 1.1212 3.5004  0.16
H 0.7807 2.3130 3.8488  0.10
H 1.9702 1.7379 5.7806  0.14

Atoms 1-6, force components in eV/Å:
C 9.065 2.888 -3.970
H 0.616 -2.755 0.678
H -6.817 1.700 3.541
C 5.426 -0.273 0.960
C -11.369 -8.377 -3.682
O 4.123 1.824 0.511



4.
# C18H29NO2

A single C18H29NO2 molecule (wB97M-V/def2-TZVPD, the Open Molecules 2025 dataset).

## Properties
ΔE to the lowest compared entry with this formula, charge and spin = 1.065 eV
SMILES = Cc1cc(OCCOCCN2CCCC2)ccc1C(C)C
multiplicity = 1
HOMO level = -0.304 hartree
HOMO-LUMO gap = 9.10 eV
E = -908.4826 a.u.

Last column: Löwdin charge in e.
Geometry (Å):
C -2.2594 -0.7843 -2.2330  -0.04
C -1.7448 0.2276 -1.2498  -0.23
C -0.5753 0.9065 -1.5475  0.02
C -0.0319 1.8584 -0.6873  -0.27
C -0.6967 2.1409 0.4979  -0.02
C -1.8636 1.4599 0.7967  -0.02
C -2.4067 0.5023 -0.0474  -0.18
C -3.6762 -0.2129 0.3572  -0.38
H -3.9780 -0.8874 -0.4467  0.12
C -4.8206 0.7785 0.5808  -0.06
H -4.6121 1.4377 1.4193  0.07
H -4.9686 1.3903 -0.3065  0.08
H -5.7444 0.2431 0.7902  0.08
C -3.4359 -1.0588 1.6106  -0.06
H -2.6301 -1.7698 1.4388  0.08
H -4.3357 -1.6126 1.8702  0.08
H -3.1638 -0.4318 2.4561  0.08
H -2.3604 1.6907 1.7273  0.11
H -0.3277 2.8815 1.1905  0.11
O 1.1271 2.4382 -1.1183  -0.06
C 1.8151 3.3456 -0.2862  -0.16
C 2.5184 2.6989 0.9208  -0.19
O 3.7142 2.0297 0.6005  -0.13
C 3.5762 0.8500 -0.1714  -0.18
C 2.8801 -0.2952 0.5785  -0.17
N 3.0781 -1.5463 -0.1347  -0.17
C 2.8693 -2.7276 0.6866  -0.19
C 1.3504 -2.9936 0.7033  -0.16
H 0.8904 -2.5006 1.5602  0.10
H 1.1337 -4.0582 0.7682  0.10
C 0.8615 -2.3727 -0.6140  -0.16
H 0.4390 -3.1170 -1.2866  0.10
H 0.1035 -1.6115 -0.4319  0.08
C 2.1310 -1.7347 -1.2240  -0.17
H 2.5889 -2.4203 -1.9424  0.12
H 1.9244 -0.7929 -1.7273  0.10
H 3.3858 -3.5585 0.1967  0.12
H 3.2928 -2.5965 1.6813  0.11
H 3.3481 -0.3778 1.5631  0.13
H 1.8121 -0.0661 0.7192  0.12
H 4.5997 0.5443 -0.3986  0.13
H 3.0584 1.0652 -1.1120  0.11
H 1.8240 2.0293 1.4426  0.11
H 2.8215 3.4943 1.6070  0.13
H 2.5720 3.7953 -0.9345  0.14
H 1.1391 4.1345 0.0671  0.12
H -0.0532 0.7098 -2.4720  0.12
H -2.3449 -1.7679 -1.7733  0.08
H -1.5830 -0.8624 -3.0801  0.08
H -3.2416 -0.4951 -2.6050  0.09

Atoms 1-6, force components in eV/Å:
C 0.002 0.039 0.049
C 0.100 0.138 0.054
C 0.151 0.169 0.089
C -0.101 -0.129 -0.118
C 0.305 0.228 -0.023
C -0.065 -0.125 -0.120